Entry from OMol25: a molecular structure, C51H75AsIrN4O6S2Si3 (the ωB97M-V functional and the def2-TZVPD basis).

```
143
Properties=species:S:1:pos:R:3:forces:R:3:mulliken_spin:R:1
Ir -1.644596 0.803502 1.409366 -0.09 0.02 0.13 0.9307
C 1.541350 -3.521635 4.245458 0.00 -0.01 0.00 -0.0002
C 0.753349 -2.579549 5.161775 -0.01 0.00 -0.02 -0.0008
C 0.452080 -1.286980 4.473146 0.02 -0.02 -0.02 0.0031
C 1.213839 -0.167208 4.419973 0.00 0.01 0.03 -0.0107
C 2.528863 0.096857 5.082762 -0.02 0.01 -0.01 0.0012
C 3.699491 0.112625 4.093158 -0.01 -0.01 0.00 -0.0007
C 0.544728 0.744400 3.512313 -0.10 0.06 0.11 0.0127
C 0.940233 2.039573 3.249954 -0.01 0.01 -0.04 0.0055
C 0.326639 2.918221 2.369051 0.10 -0.05 -0.12 0.0305
C 0.625836 4.327691 2.244027 0.03 -0.01 -0.04 -0.0109
C 1.568395 5.082560 3.129328 0.00 -0.01 -0.02 -0.0004
C 1.059208 5.218817 4.567131 -0.01 0.03 -0.01 0.0000
C -0.167747 4.809482 1.248296 -0.04 0.02 0.07 -0.0003
C -0.951074 3.694971 0.764014 0.13 -0.03 -0.09 -0.0027
C -1.862012 3.754610 -0.273708 -0.03 0.08 0.02 -0.0153
C -2.681667 2.735533 -0.721530 -0.06 0.00 0.10 0.0368
N -2.745218 1.488518 -0.163766 0.09 -0.07 -0.02 -0.0804
C -3.762324 0.827912 -0.783443 -0.05 -0.02 0.03 0.0160
C -4.229325 -0.430398 -0.434771 0.05 -0.06 0.04 0.0074
C -3.791909 -1.206583 0.619167 -0.03 0.04 -0.04 0.0315
N -2.786225 -0.871682 1.474156 -0.02 0.00 0.02 -0.0323
C -2.649025 -1.900628 2.351418 0.01 -0.01 0.00 -0.0113
C -1.666692 -1.998210 3.319042 0.04 0.00 -0.05 0.0215
C -0.672735 -1.071287 3.581656 -0.11 0.04 0.08 -0.0091
N -0.590001 0.163246 3.023564 0.22 -0.14 -0.22 0.0223
C -3.635489 -2.928874 2.060593 -0.07 0.04 0.02 0.0075
C -4.339279 -2.501231 0.984300 0.05 -0.02 -0.01 -0.0097
C -5.471820 -3.173263 0.274783 0.01 0.03 0.02 0.0018
C -6.837959 -2.597488 0.658268 0.00 -0.01 0.01 -0.0010
C -3.827065 -4.173437 2.866162 0.01 0.01 -0.02 0.0005
C -4.584833 -3.913481 4.171200 0.01 -0.01 0.00 0.0002
C -4.361181 1.678599 -1.784888 0.00 -0.02 -0.02 0.0039
C -3.700279 2.866767 -1.737954 -0.08 -0.01 -0.02 -0.0084
C -4.018653 4.105148 -2.517047 0.02 0.01 -0.06 0.0020
C -3.426821 4.102774 -3.928456 0.10 -0.01 0.00 0.0003
C -5.582113 1.340137 -2.582198 0.01 -0.04 -0.01 -0.0003
C -6.871278 1.615169 -1.802172 -0.01 -0.02 0.00 0.0000
N -0.629629 2.564629 1.462393 -0.16 0.07 0.19 0.0037
C -0.337456 6.225620 0.795770 0.04 -0.01 -0.04 0.0019
C -1.557673 6.896198 1.432780 0.01 0.00 0.00 0.0003
H 1.761808 -4.468299 4.742561 -0.01 -0.01 0.01 0.0000
H 2.481764 -3.058576 3.942274 -0.01 0.00 -0.01 0.0000
H 0.975647 -3.728332 3.334706 0.01 0.01 0.00 0.0001
H 1.319668 -2.389816 6.076063 0.01 0.00 -0.01 0.0002
H -0.174985 -3.064129 5.473672 0.00 0.01 0.03 -0.0001
H 2.706715 -0.673803 5.835613 -0.02 0.00 0.01 0.0000
H 2.486934 1.048206 5.623237 0.02 0.00 0.00 -0.0004
H 3.669518 -0.768429 3.452696 0.01 -0.03 0.00 0.0003
H 4.654325 0.136810 4.621716 0.00 0.02 -0.01 0.0001
H 3.649854 0.979240 3.432982 -0.01 -0.01 0.00 -0.0001
H 1.802178 2.409346 3.791467 -0.03 0.01 0.03 0.0014
H 1.724617 6.080800 2.715191 0.03 -0.02 -0.02 0.0004
H 2.548710 4.595136 3.129865 -0.01 -0.01 0.03 0.0001
H 0.089430 5.718974 4.581566 0.00 0.00 0.00 0.0002
H 1.753161 5.802937 5.173577 0.00 0.00 0.01 -0.0001
H 0.930462 4.243935 5.036946 -0.01 0.00 0.00 0.0002
H -1.962918 4.712579 -0.769919 -0.02 0.00 0.02 -0.0012
H -5.038175 -0.831213 -1.032239 -0.01 -0.01 -0.01 0.0011
H -1.638328 -2.918173 3.888883 0.00 0.00 0.01 0.0009
H -5.454203 -4.241382 0.499882 0.00 -0.01 0.00 0.0001
H -5.323576 -3.088260 -0.805022 0.01 0.00 -0.01 -0.0006
H -7.015256 -2.711909 1.728805 0.00 0.00 0.00 0.0001
H -7.643568 -3.102695 0.122893 0.00 0.00 0.00 0.0000
H -6.892365 -1.531748 0.430440 0.00 0.00 0.00 0.0003
H -2.855068 -4.620620 3.092099 0.01 -0.01 0.00 -0.0001
H -4.370150 -4.909782 2.270264 0.00 -0.01 0.00 -0.0002
H -4.059164 -3.181336 4.785705 0.00 0.00 0.00 -0.0002
H -4.697645 -4.830614 4.751614 0.00 0.00 0.00 -0.0002
H -5.579172 -3.515029 3.963969 0.00 0.00 0.00 0.0002
H -3.665572 4.987459 -1.979293 0.01 -0.02 0.01 -0.0003
H -5.104902 4.213306 -2.580948 0.01 0.01 -0.03 0.0001
H -2.351994 3.897383 -3.895896 -0.05 0.04 0.01 0.0000
H -3.573985 5.065678 -4.420303 -0.01 -0.01 -0.02 0.0000
H -3.888203 3.331661 -4.547628 0.02 -0.03 0.01 0.0001
H -5.555755 0.287734 -2.881292 0.01 0.04 -0.01 -0.0001
H -5.583857 1.919088 -3.508240 -0.02 0.01 -0.02 0.0000
H -6.873245 1.067036 -0.858730 0.00 -0.01 -0.01 0.0003
H -7.752017 1.318108 -2.373797 0.00 0.01 0.00 0.0000
H -6.959810 2.676355 -1.564244 0.01 0.00 0.01 0.0000
H -0.431083 6.261590 -0.294406 0.01 0.00 0.01 0.0003
H 0.559932 6.797708 1.040523 0.00 0.00 -0.01 0.0002
H -2.469190 6.344878 1.198362 0.00 0.00 0.00 -0.0001
H -1.674701 7.922231 1.080089 0.00 0.00 0.00 0.0001
H -1.456722 6.917069 2.518892 0.00 0.00 0.00 -0.0001
O -0.099595 -1.436647 0.728177 -0.37 0.38 0.14 -0.0768
S 1.242217 -1.414754 0.206276 0.51 0.31 -0.73 0.0244
O 2.329108 -1.450214 1.154833 -0.09 -0.16 0.13 0.0034
O 1.484395 -0.390024 -0.831635 -0.27 -0.24 -0.11 0.0213
C 1.254680 -3.032983 -0.606225 -0.41 -0.26 0.01 -0.0050
C 2.239469 -3.922519 -0.183936 -0.10 0.22 -0.08 0.0000
C 2.157648 -5.271601 -0.471604 0.04 -0.19 -0.01 0.0004
C 1.060265 -5.774681 -1.150340 0.01 -0.11 0.00 0.0004
C 0.074609 -4.914099 -1.595985 -0.01 0.21 -0.14 0.0006
C 0.173965 -3.545904 -1.356095 0.44 0.23 -0.05 0.0021
S -1.130222 -2.639841 -2.190988 -0.04 -0.58 0.36 0.0026
O -1.019052 -2.994895 -3.597006 0.20 -0.23 -0.04 0.0002
O -2.371665 -2.920950 -1.555249 0.08 0.14 0.04 -0.0012
O -0.814939 -1.140897 -2.105946 0.97 0.90 0.21 0.0666
H 3.048254 -3.531136 0.418555 -0.03 0.03 0.01 0.0001
H 2.935743 -5.939862 -0.126519 0.01 -0.01 0.00 0.0001
H 0.970930 -6.836293 -1.338047 -0.01 0.00 0.00 0.0000
H -0.773695 -5.293979 -2.150468 0.01 -0.02 -0.03 0.0001
C 3.117409 1.450506 -2.655130 0.04 0.11 -0.43 0.0002
Si 1.404246 1.926989 -3.250938 1.00 -0.40 0.62 -0.0009
C 1.517731 2.397875 -5.051386 -0.17 0.15 0.03 0.0000
C 0.949766 3.328491 -2.132295 -0.63 -0.20 -0.20 0.0009
As 0.455769 -0.408191 -3.349955 -1.07 -0.68 0.01 0.0099
Si 2.329352 -1.843369 -3.910175 0.58 -0.13 0.15 0.0002
C 3.738124 -1.850785 -2.674241 -0.09 0.12 0.04 0.0005
C 2.878395 -0.938814 -5.470117 -0.16 0.10 0.03 0.0002
C 1.917453 -3.606810 -4.359815 -0.16 0.06 0.04 -0.0001
Si -1.207436 -0.944473 -5.080780 -0.31 1.02 -0.81 -0.0004
C -0.686196 -2.119644 -6.443036 0.03 -0.27 0.27 0.0000
C -2.970686 -1.141392 -4.493472 0.10 -0.19 0.33 0.0010
C -1.287431 0.742976 -5.955817 0.15 -0.08 0.06 0.0002
H 3.615265 2.358411 -2.301717 -0.04 0.01 -0.05 0.0000
H 3.738460 1.019839 -3.442390 0.00 0.02 0.04 0.0001
H 3.069654 0.755087 -1.833315 -0.07 -0.10 0.33 -0.0002
H 2.519421 2.825753 -5.161386 -0.04 0.03 0.00 0.0000
H 0.785892 3.157485 -5.327608 -0.04 -0.06 -0.04 0.0000
H 1.435495 1.569298 -5.746283 0.06 -0.06 -0.03 0.0000
H 1.762666 4.026226 -2.364937 -0.04 0.07 0.09 -0.0001
H 1.018820 3.030426 -1.087380 0.02 -0.01 0.06 -0.0002
H -0.005868 3.823857 -2.300911 0.04 -0.07 0.00 0.0007
H 3.532143 -1.277742 -1.771061 -0.04 -0.07 -0.04 -0.0003
H 4.635592 -1.439163 -3.140516 0.01 0.01 -0.02 0.0001
H 3.945547 -2.878601 -2.376647 -0.01 -0.04 -0.02 -0.0002
H 3.376917 0.005424 -5.254118 0.00 -0.01 -0.01 -0.0001
H 2.074950 -0.741933 -6.181662 -0.01 -0.03 -0.03 0.0000
H 3.602678 -1.590933 -5.966488 0.00 0.00 0.01 0.0000
H 0.890417 -3.775317 -4.665382 -0.04 0.00 -0.05 0.0001
H 2.132188 -4.261383 -3.513547 -0.03 0.01 0.01 -0.0001
H 2.581033 -3.878983 -5.186148 0.03 -0.02 0.03 0.0000
H -1.081779 -3.122746 -6.277342 0.02 0.03 0.02 0.0000
H 0.391756 -2.208720 -6.572629 0.03 0.04 -0.02 0.0000
H -1.104407 -1.724060 -7.370847 0.00 -0.01 -0.01 0.0000
H -3.101303 -0.768839 -3.473298 -0.03 0.05 -0.04 -0.0003
H -3.279772 -2.187072 -4.493918 0.01 0.06 -0.03 0.0000
H -3.616723 -0.561877 -5.153101 -0.01 0.03 -0.03 0.0000
H -0.366008 1.016613 -6.468639 -0.01 0.00 -0.04 0.0000
H -1.529102 1.537826 -5.244487 -0.02 0.05 -0.01 -0.0002
H -2.075794 0.728119 -6.713349 -0.04 -0.06 0.04 0.0000
```
Positions in Å, forces in eV/Å.

The value obtained for the highest occupied orbital energy (spin up / spin down) is -6.114 / -6.132 eV. The calculation puts the energy above the lowest of the compared OMol25 structures with the same formula, charge and spin at 0.00 kcal/mol. The expectation value of S² is 0.76. The value obtained for the gap between HOMO and LUMO (spin up / spin down) is 5.5 / 5.5 eV. The total energy comes out at -6663.96218 hartree. Its spin multiplicity is 2.